(1)
A 2-piece molecular cluster, C6H14N5 overall at a distorted geometry. Source: the OMol25 dataset; level of theory: ωB97M-V/def2-TZVPD.

Last column: natural (NBO) charge in e.
Atoms and positions in Å:
1 N 2.96 -1.57 0.26  -0.71
2 N 0.20 1.17 1.14  -0.48
3 N 0.76 1.61 -2.08  -1.08
4 N 0.80 -0.91 0.22  -0.53
5 N 2.44 0.52 1.06  -0.55
6 C 1.42 1.37 1.35  0.38
7 C -1.55 -0.19 0.21  -0.30
8 C 2.04 -0.65 0.48  0.66
9 C -1.95 -1.24 -0.89  -0.59
10 C -1.92 -0.78 1.60  -0.59
11 C -0.11 -0.01 0.49  0.60
12 H 0.94 1.45 -3.02  0.37
13 H -0.20 1.33 -1.85  0.35
14 H -2.80 -1.45 1.35  0.24
15 H -2.08 0.70 0.01  0.24
16 H 1.92 2.29 1.75  0.22
17 H 0.72 2.60 -2.18  0.37
18 H 3.43 0.57 1.25  0.44
19 H -2.20 0.06 2.24  0.24
20 H -1.60 -2.16 -0.59  0.22
21 H -1.45 -1.06 -1.84  0.22
22 H 2.79 -2.47 0.00  0.43
23 H -3.02 -1.16 -1.01  0.23
24 H 3.86 -1.18 0.17  0.40
25 H -1.08 -1.44 1.87  0.22

Charge: +1
Molar mass in g/mol: 156.2
Orbital gap in eV: 9.866
Strongest force on any atom in eV Å⁻¹: 4.83
HOMO in eV: -13.9


(2)
C22H33N3O7P2Pt as an isolated structure at a distorted geometry. Source: the OMol25 dataset; level of theory: ωB97M-V/def2-TZVPD.

Last column: natural (NBO) charge in e.
Atoms and positions in Å:
1 Pt -1.34 -0.08 -0.23  0.58
2 P -0.81 -0.45 -2.43  1.04
3 P -1.83 0.36 2.58  1.15
4 O 6.56 3.90 0.97  -0.48
5 O 4.52 4.19 1.77  -0.50
6 O 1.53 -1.08 0.09  -0.75
7 O 7.53 0.01 -1.74  -0.45
8 O -2.01 2.80 -2.34  -0.58
9 O 6.00 -1.53 -2.06  -0.46
10 O 0.94 1.05 0.67  -0.79
11 N 5.37 3.54 1.12  0.46
12 N 6.37 -0.44 -1.57  0.49
13 N -2.12 -1.74 0.47  -0.46
14 C 0.63 0.54 -2.99  -0.96
15 C -2.23 -3.04 0.44  0.04
16 C -2.15 -0.32 -3.65  -0.96
17 C -3.58 0.94 2.63  -0.94
18 C -1.72 3.50 -1.37  0.62
19 C 5.46 0.29 -0.72  -0.03
20 C 4.95 2.27 0.55  -0.03
21 C -3.56 -3.52 0.23  -0.19
22 C 1.77 0.13 0.32  0.76
23 C 3.63 1.79 0.76  -0.27
24 C -0.30 3.82 -0.95  -0.76
25 C -2.76 -5.75 0.60  -0.15
26 C -1.69 -1.30 3.32  -0.95
27 C 3.21 0.58 0.20  -0.10
28 C -2.78 3.95 -0.36  -0.72
29 C -1.42 -5.31 0.68  -0.23
30 C -0.27 -2.21 -2.49  -0.96
31 C -3.83 -4.85 0.36  -0.21
32 C 4.15 -0.20 -0.48  -0.28
33 C -0.70 1.52 3.44  -0.94
34 C -1.15 -3.96 0.57  -0.15
35 C 5.89 1.50 -0.17  -0.10
36 H -0.61 -6.03 0.86  0.24
37 H -0.14 -3.57 0.64  0.25
38 H -1.86 -0.77 -4.61  0.24
39 H 0.15 2.90 -0.53  0.29
40 H -4.86 -5.22 0.30  0.23
41 H -3.76 3.75 -0.79  0.23
42 H 6.91 1.87 -0.34  0.27
43 H 2.94 2.44 1.29  0.24
44 H -2.38 0.74 -3.77  0.28
45 H -2.98 -6.82 0.70  0.23
46 H -2.53 -1.91 2.96  0.26
47 H -0.73 2.48 2.89  0.27
48 H -0.95 -0.40 1.44  0.12
49 H 1.53 0.14 -2.49  0.28
50 H 0.46 1.58 -2.67  0.26
51 H -3.72 1.81 1.97  0.27
52 H -3.91 1.23 3.65  0.27
53 H -4.24 0.13 2.28  0.27
54 H -0.92 1.68 4.51  0.26
55 H -2.74 5.00 -0.02  0.24
56 H -4.33 -2.77 0.05  0.22
57 H -3.03 -0.84 -3.25  0.24
58 H 0.50 -2.34 -1.72  0.29
59 H -0.21 4.63 -0.23  0.23
60 H -1.61 -1.27 4.41  0.26
61 H 0.75 0.51 -4.08  0.25
62 H 0.31 4.03 -1.84  0.25
63 H -2.70 3.30 0.54  0.21
64 H 3.87 -1.16 -0.90  0.24
65 H -0.78 -1.72 2.87  0.26
66 H 0.30 1.06 3.36  0.30
67 H -1.12 -2.85 -2.24  0.23
68 H 0.14 -2.49 -3.48  0.25

2S+1: 5
Molar mass in g/mol: 708.5
<S²>: 6.101
Orbital gap (alpha / beta) in eV: 2.384 / 4.375
Strongest force on any atom in eV Å⁻¹: 2.21
HOMO (alpha / beta) in eV: -3.6 / -7.7


(3)
C62H82BF2N10O3PRbS as an isolated structure at a distorted geometry. Source: the OMol25 dataset; level of theory: ωB97M-V/def2-TZVPD.

Last column: Löwdin spin population.
Atoms and positions in Å:
1 Rb 0.35 -0.80 0.52  0.00
2 S 0.18 2.96 2.66  0.03
3 P 0.73 -0.66 -3.17  0.00
4 F -2.30 -2.93 -0.74  0.00
5 F -3.06 -3.42 1.27  0.00
6 O -2.66 2.24 5.95  0.22
7 O 0.70 2.18 -0.28  0.00
8 O 0.12 -1.43 -2.04  0.00
9 N -2.13 2.25 1.50  0.04
10 N 2.10 -3.48 0.85  0.00
11 N 5.37 -4.36 3.68  0.00
12 N 3.16 -3.77 1.65  0.00
13 N 3.43 -0.33 1.74  0.00
14 N 2.31 -2.40 3.61  0.00
15 N 4.13 -1.45 2.05  0.00
16 N -2.27 2.62 3.74  0.00
17 N 1.30 -1.59 3.21  0.00
18 N 4.66 -3.20 3.72  0.00
19 C 7.22 -5.40 4.91  0.00
20 C -4.90 0.55 3.12  0.00
21 C -5.11 1.25 4.31  0.00
22 C 4.29 -0.82 -4.43  0.00
23 C -6.10 0.28 -0.54  0.00
24 C -2.04 2.95 5.11  0.20
25 C 0.92 -1.19 -6.04  0.00
26 C -7.59 0.51 -2.96  0.00
27 C 0.83 -2.38 5.26  0.00
28 C 3.87 1.90 0.79  0.00
29 C -1.49 2.63 2.66  0.09
30 C -0.97 5.18 4.59  0.08
31 C -6.55 1.91 2.04  0.00
32 C -1.68 0.75 -3.23  0.00
33 C -3.46 2.76 1.16  0.01
34 C -1.24 4.10 5.46  0.07
35 C -2.39 -2.43 0.55  0.00
36 C 5.61 -0.03 1.22  0.00
37 C -4.14 -0.56 0.62  0.00
38 C -6.05 2.26 4.38  0.00
39 C 3.06 -1.52 -2.06  0.00
40 C -7.50 0.42 -0.55  0.00
41 C 1.06 3.43 -0.85  0.00
42 C -5.31 0.17 0.69  0.00
43 C -3.05 -1.14 0.55  0.00
44 C -2.25 0.62 -4.64  0.00
45 C -0.15 0.95 -3.25  0.00
46 C 2.46 -0.27 -2.75  0.00
47 C 2.04 -2.90 4.85  0.00
48 C 1.96 -4.50 0.02  0.00
49 C 2.95 -5.48 0.27  0.00
50 C -0.80 -3.31 -5.93  0.00
51 C -0.25 6.28 5.03  0.01
52 C -0.04 5.29 7.21  0.01
53 C -2.51 4.78 -0.07  0.00
54 C 0.24 6.35 6.33  0.12
55 C 5.24 -1.33 -3.34  0.00
56 C 0.25 2.09 -4.20  0.00
57 C -8.23 0.54 -1.72  0.00
58 C -0.76 4.20 6.79  0.08
59 C -5.63 0.85 1.95  0.00
60 C 0.41 -1.56 4.19  0.00
61 C 4.58 -1.37 -1.95  0.00
62 C 3.69 -4.97 1.31  0.00
63 C 5.44 -1.29 1.74  0.00
64 C 5.11 -2.40 4.71  0.00
65 C -3.50 4.28 0.98  0.00
66 C 0.76 -1.77 -4.63  0.00
67 C -0.41 2.07 -5.57  0.00
68 C 3.37 0.27 -3.88  0.00
69 C -6.77 2.59 3.23  0.00
70 C 0.48 -3.62 -6.70  0.00
71 C -0.47 -2.72 -4.55  0.00
72 C -0.82 -0.71 4.08  0.00
73 C 4.31 0.53 1.24  0.00
74 C 6.13 -3.06 5.35  0.00
75 C 6.25 -4.28 4.66  0.00
76 C 1.25 -2.33 -7.02  0.00
77 C -1.92 1.87 -5.46  0.00
78 C -6.21 0.34 -2.99  0.00
79 C 0.84 -4.54 -0.98  0.00
80 C -5.48 0.22 -1.81  0.00
81 B 3.54 -2.72 2.74  0.00
82 H 3.57 1.90 -0.26  0.00
83 H 1.10 -4.28 -6.08  0.00
84 H 2.62 -1.66 -1.08  0.00
85 H -4.49 1.03 5.17  0.00
86 H 6.71 -2.71 6.19  0.00
87 H -0.19 3.00 -6.09  0.00
88 H 2.78 0.70 -4.69  0.00
89 H 1.70 -0.43 -6.08  0.00
90 H -1.82 -0.25 -5.14  0.00
91 H -3.28 4.75 1.94  0.00
92 H 0.33 5.34 8.23  0.00
93 H 5.59 -2.33 -3.61  0.00
94 H 4.69 2.62 0.91  0.00
95 H 0.59 2.32 0.70  0.00
96 H 2.34 0.51 -1.98  0.00
97 H 6.16 -2.08 1.93  0.00
98 H 0.14 1.26 -2.24  0.00
99 H -3.77 2.27 0.23  0.00
100 H 0.33 -2.56 6.20  0.00
101 H 0.55 -3.53 -1.28  0.00
102 H -4.18 2.47 1.92  0.00
103 H -5.69 0.30 -3.94  0.00
104 H -1.41 -2.61 -6.51  0.00
105 H 2.33 -2.52 -7.00  0.00
106 H 6.13 -0.69 -3.30  0.00
107 H -1.40 -4.21 -5.80  0.00
108 H 4.66 -1.44 4.89  0.00
109 H -0.04 -5.03 -0.56  0.00
110 H 0.26 -4.17 -7.62  0.00
111 H -7.07 2.23 1.15  0.00
112 H 0.35 3.72 -1.62  0.00
113 H -1.49 2.26 0.72  0.00
114 H -1.29 -0.56 5.06  0.00
115 H -2.36 2.74 -4.96  0.00
116 H -0.57 0.28 3.68  0.00
117 H -2.13 1.62 -2.75  0.00
118 H -7.48 3.40 3.26  0.00
119 H -1.38 -2.43 0.94  0.00
120 H 3.09 -6.42 -0.24  0.00
121 H 6.69 -6.32 5.18  0.00
122 H 4.79 -0.45 -1.39  0.00
123 H -1.34 -2.19 -4.15  0.00
124 H -3.33 0.47 -4.59  0.00
125 H 1.02 -1.99 -8.04  0.00
126 H -2.63 5.85 -0.25  0.00
127 H 7.82 -5.61 4.02  0.00
128 H -8.15 0.62 -3.88  0.00
129 H -8.03 0.40 0.40  0.00
130 H -0.99 3.38 7.46  0.01
131 H 3.99 1.08 -3.48  0.00
132 H -6.21 2.80 5.31  0.00
133 H 0.02 1.27 -6.18  0.00
134 H -4.52 4.56 0.71  0.00
135 H -0.26 -3.51 -3.84  0.00
136 H 3.67 -1.65 -4.80  0.00
137 H 2.83 -2.42 -2.63  0.00
138 H -2.37 1.81 -6.46  0.00
139 H 1.66 -2.37 -4.42  0.00
140 H -4.15 -0.23 3.08  0.00
141 H 7.89 -5.14 5.73  0.00
142 H 1.34 2.15 -4.30  0.00
143 H -3.09 2.02 3.66  0.00
144 H 4.85 -0.44 -5.28  0.00
145 H 3.02 2.23 1.38  0.00
146 H -0.06 3.02 -3.70  0.00
147 H -1.35 5.17 3.58  0.01
148 H 4.98 -2.18 -1.35  0.00
149 H -0.06 7.10 4.34  0.00
150 H 2.06 3.37 -1.30  0.00
151 H -2.66 4.25 -1.02  0.00
152 H 2.71 -3.58 5.34  0.00
153 H 4.54 -5.36 1.85  0.00
154 H -4.41 0.07 -1.84  0.00
155 H 1.07 4.21 -0.08  0.00
156 H -1.57 -1.17 3.42  0.00
157 H -9.30 0.64 -1.68  0.00
158 H -1.93 -0.12 -2.62  0.00
159 H -0.02 -0.72 -6.34  0.00
160 H 0.82 7.21 6.66  0.01
161 H -1.48 4.61 0.27  0.00
162 H 1.15 -5.10 -1.87  0.00
163 H 6.53 0.43 0.88  0.00

2S+1: 2
Charge: -2
Molar mass in g/mol: 1212.7
<S²>: 0.772
Orbital gap (alpha / beta) in eV: 2.849 / 4.790
Strongest force on any atom in eV Å⁻¹: 1.04
HOMO (alpha / beta) in eV: 0.2 / -1.7